Formula: C30H32AsN3O2S3Ti
Source: the Open Molecules 2025 dataset
Level of theory: wB97M-V/def2-TZVPD

Cartesian coordinates (Å):
Ti (0.620, -0.157, 1.247)
C (5.610, 1.250, 2.807)
S (4.744, -0.116, 3.620)
C (3.182, -0.058, 2.860)
S (2.900, 0.822, 1.401)
N (2.276, -0.731, 3.538)
N (1.041, -0.759, 3.029)
C (0.071, -1.252, 3.754)
C (-1.232, -1.149, 3.179)
C (-2.418, -1.463, 3.847)
C (-3.624, -1.231, 3.226)
C (-3.631, -0.740, 1.921)
C (-2.431, -0.473, 1.309)
N (-1.244, -0.638, 1.914)
H (6.530, 1.396, 3.367)
H (4.997, 2.145, 2.861)
H (5.832, 1.004, 1.772)
H (0.277, -1.655, 4.738)
H (-2.366, -1.861, 4.851)
H (-4.556, -1.416, 3.742)
H (-4.559, -0.570, 1.395)
H (-2.403, -0.112, 0.292)
C (0.644, 2.135, 4.006)
O (0.379, 1.949, 2.619)
C (0.401, 3.199, 1.939)
C (0.104, 2.955, 0.472)
O (-1.030, 2.116, 0.327)
C (-2.253, 2.779, 0.627)
H (1.618, 2.610, 4.150)
H (0.647, 1.165, 4.491)
H (-0.133, 2.758, 4.457)
H (1.378, 3.677, 2.057)
H (-0.365, 3.853, 2.370)
H (0.935, 2.439, -0.013)
H (-0.055, 3.910, -0.038)
H (-2.295, 3.742, 0.112)
H (-2.374, 2.936, 1.702)
H (-3.064, 2.149, 0.270)
S (1.707, -2.208, 0.712)
C (2.050, -2.280, -1.023)
C (2.937, -3.258, -1.469)
C (3.177, -3.411, -2.824)
C (2.545, -2.592, -3.749)
C (1.674, -1.609, -3.310)
C (1.429, -1.443, -1.952)
As (0.009, -0.311, -1.245)
C (-1.349, -1.690, -1.632)
C (-2.030, -1.724, -2.844)
C (-2.929, -2.745, -3.117)
C (-3.141, -3.753, -2.190)
C (-2.429, -3.752, -0.999)
C (-1.544, -2.724, -0.716)
C (-0.264, 1.015, -2.641)
C (0.860, 1.618, -3.200)
C (0.718, 2.614, -4.154)
C (-0.549, 3.033, -4.533)
C (-1.672, 2.471, -3.943)
C (-1.531, 1.473, -2.991)
H (3.418, -3.903, -0.746)
H (3.862, -4.178, -3.161)
H (2.721, -2.731, -4.807)
H (1.172, -0.966, -4.023)
H (-1.847, -0.956, -3.585)
H (-3.459, -2.754, -4.060)
H (-3.849, -4.543, -2.401)
H (-2.560, -4.556, -0.286)
H (-0.986, -2.755, 0.208)
H (1.850, 1.297, -2.893)
H (1.594, 3.064, -4.602)
H (-0.662, 3.795, -5.293)
H (-2.660, 2.813, -4.223)
H (-2.411, 1.041, -2.526)

Values from the calculation:
Energy relative to the best compared isomer or geometry (same formula, charge and spin) = 45.5 kcal/mol
Charge = +1
Expectation value of S² = 0.77
2S+1 = 2
E_HOMO (spin up / spin down) = -10.08 / -10.14 eV
Strongest force on any atom = 3.04 eV/Å

Results of the Mulliken charge analysis, in e, for atoms 1 through 2: number 1, Ti, carries -0.065; number 2, C, carries -0.799